[1]
Density functional theory data (wB97M-V/def2-TZVPD) for a cluster of 3 separate species, C4H17N2O2 in total in a non-equilibrium geometry.

Element x y z (Å)
N  -0.3116  1.4164  -0.2788
C  -0.2104  0.8992  1.1329
C  0.2055  2.0146  2.0934
C  0.7692  -0.2816  1.1089
N  0.2336  -1.2764  0.2057
C  1.1163  -2.1606  -0.5145
H  -0.2690  0.5453  -0.8535
H  -1.2397  1.8579  -0.4763
H  0.5988  1.8373  -0.5238
H  -1.2272  0.5998  1.3824
H  1.2684  2.0565  2.3286
H  -0.2294  1.7204  3.0606
H  -0.1976  2.9752  1.7908
H  1.7264  0.1047  0.7392
H  1.0754  -0.6267  2.1046
H  -0.4952  -1.8170  0.6409
H  1.9559  -1.5925  -0.9242
H  1.5133  -2.9768  0.1081
H  0.6193  -2.6005  -1.3808
H  -4.4817  -1.9371  -1.5162
H  -3.7147  -2.1117  -0.2858
O  -3.7971  -2.5208  -1.1669
H  1.8628  2.3580  -2.5799
H  3.0540  2.0266  -1.7327
O  2.1704  1.7188  -1.9113

As for the multiplicity: 2. As for the total energy: -11495.398 eV. As for the relative energy (zero: lowest compared OMol25 entry of this formula, charge and spin): 25.3 kcal per mole. As for the HOMO energy (spin up / spin down): -2.8355 / -9.4112 eV.

[2]
Density functional theory data (wB97M-V/def2-TZVPD) for a cluster of 3 separate species, C4H17N2O2 in total in a non-equilibrium geometry.

Element x y z (Å)
N  1.8340  -1.1537  0.6044
C  1.4492  -1.2912  -0.8084
C  0.6267  -0.0251  -1.0968
N  -0.5547  -0.0344  -0.0822
C  -1.1865  1.3191  0.0675
C  -2.2400  1.2329  1.1329
H  2.7509  -0.7909  0.7903
H  1.9434  -2.0951  0.9673
H  -0.0506  -0.3664  0.7510
H  2.2647  -1.1115  -1.5189
H  0.8787  -2.2052  -0.9131
H  0.1578  0.2050  -2.0525
H  1.0262  0.9342  -0.7504
H  -1.1655  -0.8175  -0.3286
H  -1.4769  1.7918  -0.8683
H  -0.3238  1.9214  0.3726
H  -2.0941  0.5339  1.9503
H  -2.4376  2.1949  1.6228
H  -3.2392  0.9857  0.7683
H  3.0280  2.5234  0.8064
H  3.4289  2.0998  -0.6202
O  2.7170  2.0978  0.0099
H  -3.1132  -2.5328  -0.6257
H  -1.9481  -3.1615  0.0271
O  -2.2754  -2.2546  -0.2059

As for the total charge: +1. As for the total energy: -11492.742 eV. As for the relative energy (zero: lowest compared OMol25 entry of this formula, charge and spin): 26.5 kcal per mole. As for the HOMO energy: -13.8177 eV.

[3]
Density functional theory data (wB97M-V/def2-TZVPD) for a cluster of 3 separate species, C4H17N2O2 in total in a non-equilibrium geometry.

Element x y z (Å)
C  -1.5147  0.9049  1.8166
C  -0.3366  0.6005  0.8911
C  -0.4606  -0.8201  0.3162
C  0.3299  -1.0506  -0.9653
N  1.6485  -0.3374  -0.8858
N  -0.1924  1.5820  -0.2076
H  -1.5947  0.1571  2.6045
H  -1.4318  1.8996  2.2520
H  -2.4368  0.8771  1.2318
H  0.5854  0.6622  1.4763
H  -0.1487  -1.5307  1.0833
H  -1.5109  -1.0363  0.1144
H  -0.1809  -0.6270  -1.8262
H  0.5274  -2.1049  -1.1341
H  2.1550  -0.3701  -1.7599
H  1.3610  0.6697  -0.7344
H  2.2464  -0.6888  -0.1234
H  -1.0161  1.5538  -0.7993
H  -0.1265  2.5104  0.1979
H  3.0225  -2.5709  1.3537
H  3.3843  -1.2496  2.0512
O  2.8596  -1.6371  1.3321
H  -2.8880  0.1013  -2.6288
H  -3.1914  1.5141  -2.2417
O  -2.5542  0.8241  -2.0785

As for the total charge: +1. As for the total energy: -11493.891 eV. As for the relative energy (zero: lowest compared OMol25 entry of this formula, charge and spin): 0.0 kcal per mole. As for the HOMO energy: -13.4017 eV.

[4]
Density functional theory data (wB97M-V/def2-TZVPD) for a cluster of 4 separate species, C4H17NO3 in total in a non-equilibrium geometry.

Element x y z (Å)
C  -2.0192  -1.5301  1.6656
C  -0.9373  -0.9893  0.7162
C  0.1608  -0.2449  1.4801
N  1.0142  0.5320  0.5871
C  2.1321  1.1259  1.3847
H  -2.3772  -2.5072  1.3429
H  -1.6425  -1.6251  2.6827
H  -2.8906  -0.8775  1.6788
H  -0.5036  -1.8445  0.1931
H  -1.3943  -0.2933  0.0115
H  -0.2645  0.4519  2.1996
H  0.7180  -1.0378  1.9850
H  1.4509  -0.0307  -0.1305
H  2.9176  1.4513  0.7134
H  1.7543  2.0384  1.8545
H  2.5495  0.4145  2.1035
H  -1.3511  2.0839  -2.5890
H  -1.0940  2.5107  -1.1418
O  -1.8014  2.3934  -1.7857
H  -1.3437  -1.1995  -2.7620
H  -1.0827  -2.6995  -2.5756
O  -1.0481  -1.9924  -3.2308
H  1.6866  1.6017  -1.8243
H  3.1125  1.0612  -2.0641
O  2.2539  1.2070  -2.4950

As for the total energy: -12055.866 eV. As for the relative energy (zero: lowest compared OMol25 entry of this formula, charge and spin): 20.3 kcal per mole. As for the HOMO energy: -9.5212 eV. Its SMILES is CCCNC.O.O.O.

[5]
Density functional theory data (wB97M-V/def2-TZVPD) for a cluster of 4 separate species, C4H17NO4 in total in a non-equilibrium geometry.

Element x y z (Å)
O  -3.1495  1.4136  0.2465
H  -2.4458  1.3377  0.8909
H  -3.8988  1.7373  0.7464
O  -4.6260  -0.0321  -1.5625
H  -4.7877  0.4969  -2.3437
H  -4.0667  0.5166  -1.0126
O  -4.8017  1.8799  2.3629
H  -5.0624  2.5477  2.9971
H  -5.2277  1.0791  2.6687
C  4.1767  -0.5896  -1.4242
C  2.9096  -0.0484  -0.7397
C  1.9649  -1.1887  -0.5327
O  0.7727  -0.6381  0.0725
C  -0.1441  -1.4273  0.7560
N  3.2089  0.5844  0.4744
H  4.8200  -1.0444  -0.6709
H  4.7916  0.1754  -1.8981
H  3.9566  -1.3063  -2.2153
H  2.4919  0.7070  -1.4054
H  2.3614  -1.8825  0.2086
H  1.8025  -1.6933  -1.4851
H  -1.1264  -0.9735  0.8877
H  0.3564  -1.6979  1.6857
H  -0.1952  -2.3055  0.1124
H  2.3233  0.8512  0.8802
H  3.5955  1.5010  0.3002

As for the total charge: -1. As for the multiplicity: 2. As for the total energy: -14102.202 eV. As for the relative energy (zero: lowest compared OMol25 entry of this formula, charge and spin): 2.7 kcal per mole. As for the HOMO energy (spin up / spin down): 0.7553 / -7.3907 eV.

[6]
Density functional theory data (wB97M-V/def2-TZVPD) for a cluster of 5 separate species, C4H17NO6 in total in a non-equilibrium geometry.

Element x y z (Å)
C  -1.5025  -2.2231  2.1379
N  -1.4214  -1.2995  1.0393
C  -2.7081  -0.7425  0.6779
C  -0.6623  -1.8344  -0.0599
C  -0.1498  -0.7460  -0.9768
O  0.6861  -1.2145  -1.9239
O  -0.4369  0.4283  -0.9632
H  -2.0932  -3.1160  1.8665
H  -1.9760  -1.8176  3.0346
H  -0.5681  -2.6497  2.5136
H  -3.1499  -0.3338  1.5810
H  -2.5221  0.0755  -0.0102
H  -3.4105  -1.4760  0.2572
H  -1.3344  -2.4561  -0.6770
H  0.2109  -2.4067  0.2068
H  1.2329  -0.4638  -2.2082
H  0.9830  1.8278  -3.1198
H  -0.4627  2.1917  -2.4685
O  0.4408  2.4494  -2.6338
H  3.9041  -0.4133  -1.3647
H  3.2087  0.6635  -0.4618
O  3.1195  0.1305  -1.2620
H  -0.7909  2.6972  0.4508
H  0.5411  3.4371  0.2351
O  -0.1823  3.3188  0.8638
H  2.2670  2.2297  0.9254
H  3.5449  1.4865  1.4112
O  3.2320  2.2571  0.9289

As for the total energy: -18198.647 eV. As for the relative energy (zero: lowest compared OMol25 entry of this formula, charge and spin): 19.2 kcal per mole. As for the HOMO energy: -8.8007 eV. Its SMILES is CN(C)CC(=O)O.O.O.O.O.

[7]
Density functional theory data (wB97M-V/def2-TZVPD) for a cluster of 10 separate species, C4H18BO17 in total.

Element x y z (Å)
O  29.8130  -15.6647  32.6288
C  29.8933  -15.9151  31.4566
O  30.7017  -16.7891  30.9004
B  30.5524  -16.7227  29.4248
O  29.4843  -15.7441  29.1948
C  29.0534  -15.2657  30.3428
O  28.1438  -14.5019  30.5025
O  30.2201  -18.0401  28.8470
C  31.1499  -18.4128  27.9957
O  31.1888  -19.4428  27.3848
C  32.2300  -17.3148  27.9713
O  31.8322  -16.3568  28.7939
O  33.2706  -17.3476  27.3826
O  33.9723  -16.0622  24.4497
H  34.4247  -15.2743  24.7661
H  33.1441  -16.0796  24.9402
O  35.9486  -17.9071  25.8908
H  35.3650  -17.4545  25.2689
H  35.4329  -17.9333  26.7030
O  28.5942  -20.6264  27.1760
H  29.5014  -20.4473  27.4749
H  28.1941  -19.7538  27.1227
O  30.2033  -12.9894  33.5002
H  30.7501  -12.6095  32.8071
H  30.2927  -13.9468  33.3817
O  32.9240  -15.9456  33.1773
H  32.0697  -16.1524  33.5712
H  33.0949  -16.6836  32.5847
O  27.2583  -12.0711  29.3077
H  27.4510  -12.9610  29.6410
H  27.0085  -11.5732  30.0904
O  27.9874  -15.8752  26.6050
H  27.6064  -15.2345  25.9984
H  28.0773  -15.4070  27.4423
O  28.1070  -15.1106  35.2486
H  28.3699  -14.7603  36.1038
H  28.8490  -14.9267  34.6654
O  25.3169  -14.3653  31.8365
H  25.3892  -14.9944  31.1135
H  26.2315  -14.1453  32.0458

As for the total charge: -1. As for the total energy: -39933.481 eV. As for the relative energy (zero: lowest compared OMol25 entry of this formula, charge and spin): 7.1 kcal per mole. As for the HOMO energy: -8.2879 eV.

[8]
Density functional theory data (wB97M-V/def2-TZVPD) for a cluster of 6 separate species, C4H18N2O7 in total in a non-equilibrium geometry.

Element x y z (Å)
C  -2.8738  1.8952  -0.6262
N  -1.8893  1.1262  -1.1433
C  -1.5115  -0.1227  -0.5104
C  -0.6047  0.1179  0.6250
N  -0.7125  -0.4922  1.8664
C  -2.0012  -1.0710  2.3755
O  0.3324  0.9115  0.5527
O  -3.3048  2.8995  -1.1542
H  -3.1910  1.6204  0.3884
H  -1.1373  1.4606  -1.7524
H  -2.4673  -0.6442  -0.3192
H  -1.1176  -0.7389  -1.3099
H  -0.1188  -0.2589  2.6462
H  -2.8797  -0.5199  2.0801
H  -2.0152  -2.0838  1.9803
H  -1.8743  -1.1466  3.4545
H  0.9358  1.8790  -2.3630
H  0.7993  2.6973  -1.0266
O  0.4499  2.5881  -1.9220
H  3.1991  0.5089  -1.8000
H  2.5848  -0.6241  -1.0942
O  2.5753  -0.2099  -1.9795
H  0.7435  -2.5358  -2.2595
H  0.3689  -2.4776  -0.7626
O  0.0116  -2.3794  -1.6577
H  2.8953  -1.9863  0.3434
H  1.7685  -1.1384  0.9015
O  1.9381  -1.8798  0.2895
H  2.5441  1.3134  0.9517
H  3.5622  0.7795  1.9764
O  2.9900  0.5120  1.2490

As for the total energy: -21752.851 eV. As for the relative energy (zero: lowest compared OMol25 entry of this formula, charge and spin): 58.0 kcal per mole. As for the HOMO energy: -9.3387 eV. Its SMILES is CNC(=O)CNC=O.O.O.O.O.O.

[9]
Density functional theory data (wB97M-V/def2-TZVPD) for a cluster of 3 separate species, C4H18N3O2 in total in a non-equilibrium geometry.

Element x y z (Å)
N  1.0320  0.8271  -1.4188
C  0.8605  -0.2906  -2.3493
C  0.4905  -1.5986  -1.4907
N  -0.1469  -1.3484  -0.2193
C  -1.6029  -1.1490  -0.2922
C  -2.1212  -0.1824  0.7380
N  -1.5565  1.1780  0.4570
H  0.4676  0.7726  -0.5372
H  0.6525  1.6069  -1.9386
H  1.9785  0.9737  -1.1440
H  1.7620  -0.6870  -2.7975
H  0.0519  -0.1608  -3.0470
H  1.4451  -2.0927  -1.3381
H  0.0552  -2.2956  -2.2311
H  0.1053  -2.1037  0.4232
H  -1.8057  -0.7911  -1.2745
H  -2.1466  -2.0773  -0.0914
H  -1.9762  -0.3715  1.7891
H  -3.2137  -0.1212  0.7459
H  -2.3466  1.7992  0.4235
H  -1.1295  1.4845  1.3092
H  -0.7642  0.2795  3.5202
H  0.1766  1.4069  3.0373
O  -0.1164  0.5020  2.8186
H  2.3076  0.7319  1.4193
H  3.5753  1.2978  0.7658
O  2.6118  1.4393  0.8693

As for the total charge: +1. As for the total energy: -12998.697 eV. As for the relative energy (zero: lowest compared OMol25 entry of this formula, charge and spin): 32.4 kcal per mole. As for the HOMO energy: -12.8671 eV.

[10]
Density functional theory data (wB97M-V/def2-TZVPD) for a cluster of 4 separate species, C4H18N3O4 in total in a non-equilibrium geometry.

Element x y z (Å)
N  0.0090  -0.3936  -0.7436
C  -0.6519  0.6749  0.1200
C  0.3580  1.1950  1.1528
C  0.7309  0.3898  2.4550
N  2.1177  -0.1588  2.4126
C  -0.9384  1.8067  -0.8557
N  -1.9258  2.6504  -0.4089
O  -0.3084  2.0554  -1.8579
H  0.8334  -0.7673  -0.2758
H  -0.6510  -1.1801  -0.7817
H  0.1645  -0.0894  -1.7256
H  -1.5134  0.2069  0.6262
H  1.3768  1.2527  0.7250
H  0.3029  2.2344  1.4537
H  0.7233  1.1401  3.2985
H  -0.0078  -0.3524  2.7583
H  2.2089  -0.9065  3.0793
H  2.6812  0.6458  2.6331
H  -2.8275  2.2793  -0.1491
H  -1.9701  3.4707  -0.9994
H  -2.9519  -1.6264  -1.3612
H  -3.1204  -0.3738  -2.0798
O  -2.6558  -0.7076  -1.2985
H  -0.6243  -3.5366  -1.8653
H  0.0531  -2.4527  -2.7677
O  -0.6494  -2.6098  -2.1256
H  3.4614  -1.3646  -1.0710
H  3.0639  -1.6890  0.2760
O  2.7113  -1.7938  -0.6238

As for the total charge: +1. As for the total energy: -17094.709 eV. As for the relative energy (zero: lowest compared OMol25 entry of this formula, charge and spin): 15.5 kcal per mole. As for the HOMO energy: -12.9312 eV.

Which formula does entry 1 have? C4H17N2O2

Look up the relative energy (zero: lowest compared OMol25 entry of this formula, charge and spin) of the seventh one. 7.1 kcal per mole

Which value of relative energy (zero: lowest compared OMol25 entry of this formula, charge and spin) does entry 1 give? 25.3 kcal per mole

relative energy (zero: lowest compared OMol25 entry of this formula, charge and spin) of number 2 (C4H17N2O2)? 26.5 kcal per mole